Record 1
# C4H10N2OS

C4H10N2OS in the gas phase (the ωB97M-V functional and the def2-TZVPD basis, the OMol25 dataset).

Structure (XYZ):
```
18
Properties=species:S:1:pos:R:3:forces:R:3
N 2.813702 -0.864157 1.445195 0.338 0.407 -0.250
C 1.478671 -0.893876 0.910013 -0.464 -0.267 0.291
N 0.815772 0.423961 0.958904 -0.547 -0.466 -0.495
C -0.371007 0.711775 0.293314 0.836 0.033 0.034
O -1.166563 1.486572 0.780683 -0.186 0.095 -0.084
C -0.545231 0.088352 -1.059679 -0.308 -0.946 -1.359
C -1.840930 0.470783 -1.787488 0.332 0.909 0.781
S -3.366446 -0.118588 -0.995730 0.086 -0.241 -0.272
H 3.333478 -0.113860 0.996048 0.030 -0.232 -0.268
H 2.832504 -0.587927 2.415433 -0.281 -0.237 0.343
H 0.870614 -1.606620 1.481356 0.240 0.002 0.148
H 1.490951 -1.316259 -0.094551 0.144 0.491 -0.117
H 0.694180 0.722975 1.909477 0.173 0.324 0.428
H 0.274706 0.306565 -1.756980 0.183 0.469 0.455
H -0.462251 -1.003908 -1.008308 -0.286 0.036 0.367
H -1.814492 0.162623 -2.827736 -0.111 -0.315 0.030
H -1.877946 1.565040 -1.791658 -0.133 -0.127 -0.104
H -3.159713 0.566549 0.131707 -0.044 0.063 0.072
```
Forces are in eV/Å.

The charge is 0. The energy above the lowest of the compared OMol25 structures with the same formula, charge and spin is 12.9 kcal/mol. The HOMO energy is -8.925 eV.

Here are the Mulliken charges for atoms 1 to 6, given in e: N -0.66; C -0.43; N -0.24; C 0.50; O -0.63; C -0.59

---

Record 2
# C4H6Br2N2O

A molecular structure, C4H6Br2N2O (the ωB97M-V functional and the def2-TZVPD basis, the OMol25 dataset).

Structure (XYZ):
```
15
Properties=species:S:1:pos:R:3:forces:R:3
C -0.391362 -0.048870 -0.443493 -0.927 -3.030 0.645
C -0.096073 -0.988208 0.761027 4.061 0.717 1.443
C 0.019897 1.280027 0.102293 0.219 2.565 -1.647
C -0.226944 -0.046019 1.972924 -0.256 2.814 -0.795
N -0.186144 -0.446990 3.369501 0.898 -0.445 1.650
N 0.288408 1.193485 1.531912 0.038 -3.913 -0.066
O 0.175062 0.367552 4.207332 -0.297 -1.130 -1.776
Br -2.429375 0.113472 2.352415 0.188 -0.029 -0.416
Br 0.403396 2.670770 2.544438 -0.147 1.069 0.036
H 0.182162 -0.492764 -1.293859 -0.413 1.071 0.463
H -1.488511 -0.180645 -0.657713 1.074 0.525 0.136
H -0.674466 -1.832270 0.870412 -1.552 -1.688 0.081
H 1.072290 -1.441611 0.821341 -2.903 1.496 -0.379
H 0.856743 1.586948 -0.564682 0.022 0.369 1.189
H -0.742303 2.074053 0.039945 -0.005 -0.391 -0.564
```
Forces are in eV/Å.

The charge is 0. The energy above the lowest of the compared OMol25 structures with the same formula, charge and spin is 0.0 kcal/mol. The HOMO energy (alpha / beta) is -9.101 / -9.102 eV.

Here are the Mulliken charges for atoms 1 to 6, given in e: C -0.44; C -0.46; C -0.53; C 0.36; N -0.19; N -0.16

---

Record 3
# C20H34N2O3

A molecular structure, C20H34N2O3 (the ωB97M-V functional and the def2-TZVPD basis, the OMol25 dataset).

Structure (XYZ):
```
59
Properties=species:S:1:pos:R:3:forces:R:3
C -7.316948 -1.452000 0.982698 -0.865 -0.472 -4.126
O -6.192368 -0.906658 0.110050 -3.592 0.418 0.742
C -4.898117 -1.182901 0.510642 -3.224 -4.187 5.994
C -3.970913 -0.615223 -0.380893 3.563 -0.213 3.639
C -2.588790 -1.275027 -0.229565 -0.145 8.479 4.473
H -2.604403 -2.255025 -0.229734 0.400 -4.891 -1.077
H -2.456326 -1.061102 1.140814 0.476 -0.469 -3.991
C -1.627389 -0.328939 -1.077351 2.883 -2.455 3.171
N -1.736587 1.095584 -0.802943 13.682 -3.743 4.243
C -0.756579 1.813907 -0.069926 -9.078 9.682 -2.037
O -1.096125 3.230458 0.183788 2.003 -7.987 -1.195
C 0.456885 1.350972 0.214673 6.998 -5.722 4.439
C 1.473385 1.098507 -1.053383 0.464 9.612 7.416
N 2.849036 1.094229 -0.571115 -7.270 -9.759 -9.858
C 3.432387 1.768509 0.189781 4.193 7.565 13.437
O 4.553168 1.657580 0.712660 1.541 -0.654 -1.912
C 2.536563 2.604208 1.030499 -2.837 7.724 -0.656
C 1.184717 2.015872 1.524185 -3.140 6.635 -8.025
H 1.567166 1.519672 2.216571 1.742 -5.816 6.137
H 0.488148 2.873558 1.910649 1.429 -1.710 -0.772
H 2.205589 3.548493 0.171303 0.717 -2.264 2.363
H 2.895685 3.321625 1.978124 0.110 -2.441 -2.817
C 3.597458 0.167729 -1.316261 -1.495 -0.937 -0.709
H 3.205477 0.127912 -2.240494 -0.411 1.624 -4.335
C 3.555898 -1.220064 -1.086368 1.072 -8.891 8.716
C 4.052333 -1.442858 0.615921 -5.384 -1.793 -0.864
C 4.041148 -3.102510 1.087112 -8.443 11.134 -1.535
C 2.720371 -3.443219 0.854027 -4.319 -7.656 4.364
C 2.173596 -3.551211 -0.463763 7.366 2.908 -4.229
C 2.227836 -2.095472 -0.950342 -1.739 3.202 -6.052
H 1.467161 -1.425207 -0.458411 0.546 -0.935 -0.007
H 1.845457 -2.025091 -2.193114 0.428 -0.502 3.106
H 1.305914 -3.944231 -0.686271 -4.660 -1.962 -0.214
H 2.946936 -4.183028 -1.220504 -1.742 1.541 2.011
H 2.714601 -4.717973 1.194119 -0.481 3.126 -0.160
H 1.973493 -2.918222 1.552145 1.213 -0.732 -0.848
H 4.339574 -2.951595 1.971022 0.987 0.771 7.708
H 4.795043 -3.428131 0.784577 10.869 -6.274 -6.478
H 3.223613 -0.877611 1.249082 1.085 -1.445 -1.083
H 4.820051 -0.852471 0.859060 3.800 1.680 0.538
H 4.368579 -2.031030 -1.277196 -0.923 2.301 -1.468
H 4.501560 0.471722 -1.087034 5.215 1.314 -0.546
H 1.013577 0.503008 -1.641296 -1.568 -4.968 -4.156
H 1.315019 2.133529 -1.374132 0.267 -0.142 -1.293
H 0.328290 0.286506 0.584418 -0.161 0.718 -0.286
C -2.841377 1.542724 -1.031644 -15.887 8.123 -2.343
C -3.977129 0.824008 -0.111978 2.238 1.202 -4.855
H -4.915437 1.166135 -0.374107 -2.009 0.986 -0.983
H -3.836596 1.259271 0.790131 0.903 0.139 3.537
H -3.100505 2.747008 -0.782357 1.689 -3.254 -0.667
H -3.178615 1.479206 -2.128186 0.421 -0.221 1.083
H -0.578165 -0.686441 -0.832289 -1.133 0.602 -0.274
H -1.664005 -0.461261 -2.109175 -0.807 -0.413 -1.924
H -4.226454 -0.888643 -1.294084 -1.746 -0.468 -4.614
H -4.787335 -1.052577 1.706315 0.297 1.253 -2.218
H -4.901017 -2.272247 0.679391 0.770 -0.599 -1.143
H -7.366430 -2.610433 0.798571 0.432 2.083 1.097
H -8.388655 -1.092572 0.534728 2.907 -0.496 0.766
H -7.258515 -1.032636 1.965008 0.352 -0.350 0.772
```
Forces are in eV/Å.

The charge is 0. The energy above the lowest of the compared OMol25 structures with the same formula, charge and spin is 499.9 kcal/mol. The HOMO energy is -8.756 eV.

Here are the Mulliken charges for atoms 1 to 6, given in e: C -0.72; O -0.37; C -1.31; C 1.17; C -1.47; H 0.87

---

Record 4
# C6H12O

2 unconnected molecules or ions with the total composition C6H12O (the ωB97M-V functional and the def2-TZVPD basis, the OMol25 dataset).

Structure (XYZ):
```
19
Properties=species:S:1:pos:R:3:forces:R:3
C 1.185425 1.187634 1.924962 0.026 0.021 -0.308
C -0.140261 1.192707 1.554426 3.395 0.591 -1.484
C -0.642001 0.678359 0.249018 1.913 -1.736 -0.181
C -1.750874 1.366923 -0.517734 2.237 2.598 -1.381
C -0.083481 -0.532907 -0.031885 0.839 3.040 -0.504
C -0.762806 -1.267373 -1.072425 -0.019 -4.503 1.498
H 2.031884 0.923015 1.177348 -1.751 0.237 1.260
H 1.599238 1.417888 2.959012 -1.031 -0.063 -1.450
H -0.889421 1.666338 2.091786 -1.151 0.625 1.745
H -2.403800 1.048534 -1.294743 -0.038 -1.829 -0.402
H -1.460595 2.398225 -1.058179 0.244 -1.985 1.576
H -2.342386 1.659138 0.248031 -2.555 1.427 2.256
H 0.956786 -0.670627 0.352692 -1.530 -0.852 0.145
H -0.965960 -0.842108 -1.948352 -1.113 3.012 -3.237
H -1.723388 -1.556606 -0.592590 0.405 -0.365 -0.776
H -0.294477 -2.158653 -1.543106 0.069 -0.193 1.256
O 2.608366 -2.523262 -0.800863 -1.514 -0.983 -1.070
H 3.196057 -1.908818 -0.401019 0.408 1.104 0.246
H 1.881696 -2.078407 -1.296378 1.168 -0.146 0.810
```
Forces are in eV/Å.

The charge is 0. The energy above the lowest of the compared OMol25 structures with the same formula, charge and spin is 87.5 kcal/mol. The HOMO energy is -8.289 eV.

Here are the Mulliken charges for atoms 1 to 6, given in e: C -0.68; C -0.37; C 0.70; C -1.31; C -0.11; C -1.41